{"formula": "C15H13FI2N2O", "method": "ωB97M-V with the def2-TZVPD basis set", "elements": ["C", "C", "I", "C", "I", "N", "C", "C", "C", "C", "C", "C", "N", "C", "C", "O", "F", "C", "C", "C", "C", "H", "H", "H", "H", "H", "H", "H", "H", "H", "H", "H", "H", "H"], "coordinates": [[4.277978, -2.461227, 0.819203], [5.131268, -1.261357, 0.501857], [7.168510, -1.570495, 0.590011], [4.620430, -0.079291, 0.165149], [5.608791, 1.656994, -0.359387], [3.170624, 0.058492, 0.136705], [2.526785, -0.042838, -1.036073], [1.161712, 0.111114, -1.097993], [0.456971, 0.381488, 0.069144], [-1.020571, 0.559577, 0.030130], [-1.857399, -0.537046, 0.215271], [-3.216859, -0.366172, 0.154369], [-3.745971, 0.846032, -0.075960], [-5.213945, 0.995281, -0.152789], [-5.743426, 0.017988, -1.194560], [-5.375120, -0.017227, -2.318023], [-6.669559, -0.796009, -0.664253], [-2.958686, 1.918662, -0.251465], [-1.591318, 1.803826, -0.199574], [1.147988, 0.489195, 1.271802], [2.512469, 0.327136, 1.276856], [3.662404, -2.724752, -0.037221], [3.639019, -2.257216, 1.677021], [4.894263, -3.307920, 1.085157], [3.126254, -0.235695, -1.910557], [0.663482, 0.029081, -2.050296], [-1.453745, -1.519153, 0.399176], [-3.897632, -1.191649, 0.289662], [-5.442377, 1.996210, -0.500206], [-5.652272, 0.844499, 0.827677], [-3.449435, 2.858673, -0.439924], [-0.985074, 2.682590, -0.347383], [0.632027, 0.712986, 2.191220], [3.117065, 0.422191, 2.163790]], "forces_ev_per_a": [[0.0259, 0.2042, 0.1544], [0.0538, -0.1315, -0.0146], [0.1176, 0.0779, -0.0201], [0.3312, 0.0194, 0.0089], [-0.0136, 0.0817, -0.0032], [-0.1234, 0.0452, -0.0222], [-0.1530, -0.0011, -0.0033], [-0.0555, 0.0284, 0.0733], [0.0649, 0.0538, 0.0319], [-0.0499, -0.0939, 0.0065], [0.0926, 0.0729, -0.0161], [0.0702, -0.0907, 0.0795], [0.0360, 0.2230, -0.0379], [-0.0937, -0.1923, -0.0132], [-0.2333, -0.1546, -0.4079], [-0.2619, -0.2036, 0.7457], [0.4155, 0.3660, -0.4132], [-0.0606, -0.0224, -0.0292], [0.1474, -0.0227, -0.0022], [-0.1257, 0.0119, -0.1102], [0.0153, 0.0146, -0.0820], [-0.1138, -0.1136, -0.0734], [-0.1555, -0.0077, 0.0427], [0.0410, -0.1697, -0.0601], [0.1761, -0.0360, -0.0365], [-0.0339, -0.0252, -0.1183], [-0.0126, -0.1377, 0.0196], [-0.1574, -0.0492, 0.0016], [-0.0146, 0.1386, 0.0026], [-0.0004, -0.0927, 0.0985], [-0.0787, 0.1013, -0.0179], [0.0515, 0.1144, -0.0242], [0.0030, 0.0068, 0.1428], [0.0953, -0.0155, 0.0976]], "nbo_charge": [-0.6788, -0.1412, 0.3251, -0.1619, 0.3085, -0.2955, 0.1320, -0.2170, 0.0367, 0.0490, -0.1965, 0.1095, -0.2405, -0.3389, 0.8459, -0.4606, -0.2933, 0.1308, -0.2099, -0.2085, 0.1209, 0.2322, 0.2270, 0.2679, 0.2667, 0.2665, 0.2671, 0.2601, 0.2700, 0.2689, 0.2571, 0.2702, 0.2641, 0.2665], "homo_ev": -14.300, "lumo_ev": -7.50, "orbital_gap_ev": 6.80, "total_charge": 2, "e_tot_ha": -1458.8074}